No. 1
C32H29IrN3P2S7Sb | wB97M-V/def2-TZVPD

Each line ends with the Mulliken charge.
Geometry (Å):
Ir  0.230030  0.448251  -0.603906  0.696
C  -5.274192  -4.067345  -2.415376  -0.533
S  -5.270195  -3.399722  -4.092654  -0.141
C  -3.503948  -3.501652  -4.515608  -1.068
C  -2.675446  -2.282563  -4.135238  -0.339
C  -2.616696  -2.086618  -2.626531  -0.148
N  -1.699578  -1.050589  -2.227283  -0.128
P  -1.881336  0.117682  -0.942684  -0.415
C  -3.169159  1.202258  -1.696438  0.755
C  -3.192157  1.341251  -3.079548  0.372
C  -4.156630  2.114979  -3.709518  -0.685
C  -5.134607  2.744674  -2.958334  -0.591
C  -5.142331  2.588957  -1.578097  -0.687
C  -4.167503  1.830949  -0.951427  -0.386
C  -2.820223  -0.763638  0.354820  1.619
C  -2.101513  -1.223250  1.456089  -0.588
C  -2.729506  -1.965824  2.444718  -0.822
C  -4.075175  -2.274813  2.332978  -0.565
C  -4.796144  -1.837358  1.230136  -0.875
C  -4.173785  -1.083134  0.248667  -0.563
P  0.011274  -1.030299  -2.149287  -0.689
C  0.634531  -0.903987  -3.870274  0.679
C  0.067215  0.038692  -4.724614  -0.466
C  0.537079  0.202172  -6.017034  -0.681
C  1.605256  -0.562257  -6.466552  -0.549
C  2.202044  -1.477755  -5.612778  -0.658
C  1.721933  -1.649080  -4.322884  -0.409
C  0.445668  -2.757251  -1.718956  0.937
C  0.165735  -3.829140  -2.570560  0.172
C  0.400714  -5.132473  -2.167641  -0.971
C  0.938489  -5.381004  -0.910083  -0.526
C  1.236081  -4.325662  -0.065866  -1.039
C  0.980548  -3.021306  -0.464109  -0.560
H  -6.311770  -4.083402  -2.084939  0.345
H  -4.704178  -3.449628  -1.724259  0.010
H  -4.886759  -5.085681  -2.401500  0.295
H  -3.457795  -3.675076  -5.591525  0.453
H  -3.102751  -4.397190  -4.033107  0.304
H  -3.095310  -1.384344  -4.597153  0.275
H  -1.669956  -2.402096  -4.549584  0.243
H  -2.370736  -3.037314  -2.130154  0.475
H  -3.613500  -1.797448  -2.283761  0.140
H  -2.454599  0.822074  -3.673826  -0.608
H  -4.143344  2.215676  -4.788334  0.410
H  -5.893373  3.346963  -3.444028  0.339
H  -5.906792  3.065486  -0.977163  0.448
H  -4.192198  1.724876  0.120546  0.351
H  -1.050913  -0.963659  1.545357  0.143
H  -2.165231  -2.277911  3.314138  0.477
H  -4.567833  -2.839180  3.115098  0.374
H  -5.853988  -2.056388  1.146406  0.435
H  -4.758880  -0.724530  -0.588875  0.523
H  -0.725637  0.675502  -4.356513  0.437
H  0.083468  0.941430  -6.666158  0.413
H  1.986637  -0.426308  -7.471464  0.358
H  3.059589  -2.051456  -5.941306  0.404
H  2.217122  -2.340274  -3.654273  0.503
H  -0.220508  -3.645786  -3.565866  0.535
H  0.180679  -5.954140  -2.839385  0.407
H  1.142158  -6.398664  -0.599239  0.367
H  1.696071  -4.502270  0.896536  0.484
H  1.208648  -2.195105  0.200005  0.435
S  4.771207  -2.830686  0.005628  -0.772
Sb  4.301681  -0.630967  0.339086  0.471
S  1.293156  0.401384  1.647537  -0.468
S  2.854183  0.063845  -1.552419  0.078
S  4.906087  0.638617  -1.711809  -0.503
S  -1.460714  2.627543  0.746288  -0.132
C  -1.877891  2.005840  2.276520  0.867
C  -3.291758  1.925835  2.549116  -0.090
N  -4.430770  1.918772  2.730002  -0.643
C  -1.026636  1.623301  3.277848  -0.092
S  0.707074  1.773017  3.108975  -0.132
C  -1.529154  1.121484  4.502846  0.139
N  -1.911238  0.706234  5.510791  -0.645

Cartesian forces, eV/Å:
Ir -0.27 0.65 0.17
C 0.00 0.01 0.06
S 0.03 -0.01 -0.05
C 0.01 -0.04 0.04
C -0.06 -0.02 -0.06
C -0.07 -0.05 0.01
N 0.20 0.45 0.32
P -0.18 -0.33 -0.27
C -0.02 -0.12 -0.04
C 0.05 0.00 -0.03
C -0.01 0.02 -0.04
C -0.04 0.02 0.02
C -0.02 0.05 -0.02
C 0.11 -0.03 -0.03
C 0.05 -0.09 -0.06
C 0.04 0.10 0.02
C 0.01 0.00 0.05
C -0.03 -0.01 0.02
C -0.04 0.00 0.02
C -0.02 0.02 -0.01
P 0.28 -0.31 -0.08
C -0.07 0.01 -0.03
C 0.02 0.01 0.08
C 0.01 0.02 -0.03
C 0.01 -0.01 -0.02
C 0.02 0.00 -0.05
C -0.03 0.01 0.10
C -0.07 0.00 -0.01
C 0.02 0.03 -0.02
C 0.02 -0.03 -0.01
C 0.00 -0.02 0.01
C 0.03 -0.03 0.02
C 0.01 0.08 0.01
H -0.02 -0.01 -0.02
H -0.04 -0.05 0.00
H 0.01 0.00 -0.01
H -0.07 0.04 -0.01
H 0.00 -0.02 0.00
H 0.00 -0.02 0.01
H 0.01 0.00 0.05
H -0.01 0.01 -0.04
H 0.06 0.03 0.00
H -0.05 0.03 0.04
H -0.01 0.00 0.00
H 0.00 0.00 0.00
H 0.00 0.01 0.00
H 0.02 0.02 0.12
H 0.01 -0.01 -0.01
H 0.00 -0.01 0.00
H -0.01 -0.01 0.00
H 0.00 -0.02 0.00
H 0.00 0.03 -0.03
H 0.04 -0.02 -0.02
H 0.00 0.01 0.00
H 0.00 0.00 -0.01
H 0.00 0.00 0.00
H 0.00 -0.02 0.02
H -0.01 0.01 -0.03
H 0.00 0.00 0.00
H 0.00 -0.01 0.00
H 0.01 0.00 0.02
H -0.01 0.01 -0.01
S 0.03 -0.04 -0.04
Sb 0.10 -0.12 0.16
S -0.21 -0.17 0.08
S 0.02 -0.06 0.03
S -0.16 0.14 -0.12
S 0.25 -0.03 -0.12
C 0.00 0.13 0.06
C -0.30 -0.04 -0.02
N 0.09 -0.04 -0.04
C 0.17 0.11 -0.39
S 0.23 -0.01 -0.13
C -0.11 -0.23 0.38
N 0.01 0.04 -0.03

The value obtained for the total energy is -5215.865895 hartree. As for the net charge: -2. As for the frontier orbital gap: 0.200 hartree. The value obtained for the HOMO energy is -1.91 eV.


No. 2
C32H29KN5O4S2 | wB97M-V/def2-TZVPD

Each line ends with the Mulliken charge.
Geometry (Å):
K  0.455475  -0.628624  -0.546456  0.595
C  0.440117  -1.842661  3.815422  -1.030
C  1.028310  -0.512785  3.424976  0.700
O  0.637384  0.557717  3.886073  -0.709
N  2.014366  -0.571759  2.506593  -0.067
C  2.653842  0.620249  1.999310  0.167
C  3.631991  0.269477  0.912218  0.688
C  4.481578  1.243475  0.397055  -0.858
C  5.305416  0.913222  -0.656150  -0.347
C  5.265410  -0.380937  -1.160699  -0.508
C  4.402867  -1.283422  -0.572291  -0.400
N  3.605384  -0.973272  0.451516  -0.389
H  -0.262078  -1.694490  4.632479  0.334
H  1.223374  -2.537102  4.120491  0.449
H  -0.052496  -2.278553  2.939440  0.019
H  2.218110  -1.440568  2.027530  0.388
H  3.165730  1.151502  2.807032  0.384
H  1.915610  1.314643  1.583294  -0.419
H  4.458678  2.246888  0.803142  0.390
H  5.960596  1.655361  -1.094318  0.398
H  5.877577  -0.679153  -2.000532  0.385
H  4.337031  -2.304569  -0.931028  0.433
O  0.077550  1.177640  -2.606634  -0.716
C  0.957464  1.609843  -1.838932  -0.244
O  2.043295  1.074537  -1.525360  -0.582
C  0.569034  2.852513  -1.048705  0.713
C  0.361073  4.102325  -1.688562  -0.814
C  -0.013840  5.171759  -0.940790  -0.827
C  -0.199026  5.016188  0.456296  1.012
C  -0.588384  6.076667  1.306168  -0.740
C  -0.753072  5.866414  2.646214  -0.540
C  -0.530051  4.584498  3.194079  -0.804
C  -0.157473  3.538169  2.396744  -0.093
C  0.012756  3.732473  1.004464  0.097
N  0.382677  2.664058  0.235705  0.405
H  0.492820  4.166718  -2.759938  0.517
H  -0.185131  6.142592  -1.392717  0.396
H  -0.756006  7.056873  0.874091  0.370
H  -1.054378  6.681550  3.291913  0.366
H  -0.651349  4.428465  4.258570  0.471
H  0.037302  2.555480  2.812870  0.303
C  -4.457591  -2.399539  1.275574  -1.078
N  -3.622598  -1.220700  1.336822  0.366
C  -2.689985  -0.965434  2.327209  -0.674
C  -2.104172  0.210129  2.044203  -0.141
N  -2.666775  0.643436  0.854477  0.230
C  -3.605404  -0.232707  0.405159  -0.144
S  -4.576210  -0.061741  -0.956970  -0.431
H  -4.873700  -2.596617  2.263503  0.394
H  -3.876237  -3.257047  0.942266  0.263
H  -5.258994  -2.202894  0.567907  0.337
H  -2.525777  -1.650577  3.137856  0.445
H  -1.337462  0.752519  2.569562  0.206
H  -2.435956  1.481658  0.347504  0.228
C  -6.902128  -3.792406  -1.464799  -0.778
C  -7.154548  -4.550406  -2.739572  0.580
O  -8.246970  -4.685043  -3.230212  -0.575
S  -5.761331  -5.242418  -3.624758  -0.189
C  -4.358568  -4.722494  -2.672211  -0.214
C  -3.781785  -5.583847  -1.742313  -0.274
C  -2.719685  -5.158458  -0.963705  -0.380
C  -2.211585  -3.855723  -1.081374  0.450
C  -2.781765  -3.015825  -2.047729  -0.301
C  -3.834884  -3.444104  -2.833896  -0.458
C  -1.182060  -3.377165  -0.211355  0.371
C  -0.368803  -2.927405  0.600243  -1.803
H  -7.863241  -3.599669  -0.993310  0.393
H  -6.405885  -2.842606  -1.681667  0.174
H  -6.244189  -4.347040  -0.797615  0.282
H  -4.179660  -6.584558  -1.624549  0.398
H  -2.276520  -5.823447  -0.233543  0.468
H  -2.417873  -2.002459  -2.152580  0.502
H  -4.275391  -2.770017  -3.557702  0.462

Cartesian forces, eV/Å:
K -0.17 -0.47 0.23
C -0.02 0.02 0.00
C -0.03 -0.02 -0.05
O 0.01 0.03 0.05
N -0.07 -0.01 -0.02
C -0.01 0.00 0.08
C 0.04 0.02 0.00
C 0.03 0.01 0.00
C 0.00 0.00 0.02
C -0.02 -0.01 0.00
C 0.06 -0.01 -0.01
N -0.04 -0.03 -0.13
H 0.01 0.00 0.00
H 0.01 0.00 0.03
H 0.02 -0.01 0.00
H 0.01 0.03 0.04
H -0.02 0.00 0.01
H -0.01 0.00 0.00
H -0.01 0.00 -0.01
H 0.00 0.00 0.00
H 0.01 0.00 0.00
H 0.00 0.00 -0.01
O -0.04 0.06 -0.03
C 0.07 0.21 -0.08
O 0.17 0.31 -0.16
C -0.04 -0.01 0.02
C 0.01 0.00 -0.03
C -0.01 0.00 0.00
C 0.01 -0.01 0.02
C 0.00 0.00 0.00
C -0.01 0.00 0.01
C 0.00 0.00 0.00
C 0.01 -0.02 -0.01
C -0.08 -0.01 -0.01
N 0.07 0.05 0.00
H 0.00 0.00 0.00
H 0.01 0.00 0.00
H 0.00 0.00 0.00
H 0.00 0.00 0.00
H 0.00 0.00 0.00
H 0.03 0.02 0.00
C 0.01 0.02 0.01
N 0.08 -0.05 -0.09
C -0.08 0.04 0.08
C 0.09 0.03 -0.05
N 0.04 -0.05 -0.12
C -0.14 0.10 0.11
S 0.01 0.01 0.00
H 0.00 0.01 -0.01
H 0.03 -0.04 -0.02
H 0.00 0.00 -0.01
H 0.02 -0.01 -0.01
H 0.00 -0.02 -0.03
H 0.00 0.01 0.02
C -0.01 0.00 0.03
C 0.05 0.20 -0.14
O -0.04 -0.11 0.07
S 0.01 -0.01 0.02
C -0.01 -0.02 0.02
C 0.02 0.01 0.00
C -0.01 -0.01 0.01
C 0.02 0.00 -0.05
C 0.01 -0.01 0.02
C 0.00 -0.01 0.00
C -0.06 0.05 0.07
C 0.00 -0.24 0.11
H 0.00 0.00 0.01
H 0.01 -0.02 -0.02
H 0.00 -0.02 0.02
H 0.00 0.00 0.00
H -0.01 0.00 0.00
H -0.01 -0.01 -0.01
H 0.00 0.01 0.01

The value obtained for the total energy is -3208.006481 hartree. As for the net charge: -1. As for the frontier orbital gap: 0.271 hartree. The value obtained for the HOMO energy is -5.12 eV.


No. 3
C32H29LuN6O3S | wB97M-V/def2-TZVPD

Each line ends with the Mulliken charge.
Geometry (Å):
Lu  -1.968871  1.299253  1.644463  1.197
C  -0.205590  -0.622600  7.083533  -0.826
C  -1.528118  0.099875  6.964544  -0.968
N  -2.343454  -0.403866  5.799275  0.208
C  -3.287835  -1.488804  6.120401  -0.544
C  -2.898502  -2.909720  5.732514  -1.043
C  -2.371783  0.174205  4.508694  0.650
S  -1.451196  1.612768  4.211010  -0.638
N  -3.196473  -0.488328  3.622994  -0.327
C  -2.997553  -0.973334  2.386440  0.352
O  -1.969561  -0.805521  1.635274  -0.718
C  -4.133661  -1.763636  1.855288  0.764
C  -3.925489  -2.563767  0.675889  -0.309
C  -5.021814  -3.306123  0.118302  -0.658
C  -6.296936  -3.121907  0.610223  -0.237
C  -6.505128  -2.274029  1.741095  -0.869
C  -5.386354  -1.678772  2.378926  -0.109
H  0.303574  -0.250035  7.983154  0.356
H  0.420066  -0.394959  6.216513  0.182
H  -0.294707  -1.703708  7.163272  0.266
H  -1.474832  1.156831  6.761279  0.550
H  -2.216449  0.011607  7.815838  0.389
H  -4.159306  -1.225021  5.534916  0.342
H  -3.546498  -1.394875  7.218031  0.385
H  -2.589075  -2.953073  4.696083  0.164
H  -3.781534  -3.565911  5.727392  0.360
H  -2.117074  -3.281084  6.395312  0.350
H  -2.959329  -2.632768  0.195766  0.441
H  -4.890115  -3.985906  -0.733159  0.363
H  -7.204090  -3.604897  0.134307  0.309
H  -7.440336  -2.372593  2.268854  0.342
H  -5.630403  -1.202901  3.314492  0.390
C  8.296006  1.294999  -8.152571  -0.730
O  6.825862  1.647142  -8.019716  -0.421
C  6.076309  1.244734  -6.942829  0.888
C  6.482656  1.264054  -5.610595  -0.396
C  5.583498  0.932206  -4.599584  -0.746
C  4.185733  1.040592  -4.981977  0.052
C  3.799408  1.016948  -6.319973  -0.631
C  4.745424  1.069213  -7.288318  -0.543
C  3.198671  1.067268  -3.973649  0.131
N  3.533472  1.169279  -2.546964  -0.755
C  2.390060  1.132623  -1.975546  1.239
C  1.281825  0.964980  -2.821605  0.012
N  1.874557  0.955315  -4.076500  -0.053
C  -0.067570  1.008926  -2.509219  0.320
C  -1.228338  1.158705  -3.442529  -0.704
C  -2.462560  1.284200  -2.933989  -0.693
C  -2.515891  1.591331  -1.547305  -0.335
N  -1.635095  1.565382  -0.668481  -0.341
C  -0.371932  1.319657  -1.154762  0.215
C  0.684071  1.326175  -0.205500  0.164
N  0.350006  1.495988  1.162171  -0.402
C  1.217057  1.150267  2.014564  0.373
C  2.574303  0.733995  1.739694  -0.906
C  3.045067  0.879337  0.433722  -0.457
C  2.078451  1.289186  -0.558967  -0.107
H  8.557618  1.589344  -9.128551  0.271
H  8.519980  0.202029  -7.907551  0.287
H  8.813366  1.932541  -7.419743  0.307
H  7.565463  1.363921  -5.407177  0.268
H  5.885875  0.575437  -3.630020  0.454
H  2.743312  1.129637  -6.522993  0.337
H  4.525246  1.007623  -8.349283  0.381
H  1.436194  0.658686  -4.933891  0.297
H  -1.053759  1.003561  -4.503545  0.267
H  -3.368208  1.296549  -3.533898  0.391
H  -4.859844  2.150687  1.531748  0.236
H  0.891614  1.178985  3.030543  0.267
H  3.223279  0.257480  2.484992  0.358
H  4.029886  0.523719  0.153815  0.450
O  -3.782626  2.140922  1.335066  -0.855

Cartesian forces, eV/Å:
Lu -1.20 1.70 -1.89
C 0.30 0.59 0.35
C -1.63 -0.15 -1.58
N 0.15 0.52 -1.51
C -0.67 0.43 0.27
C -0.14 0.08 0.07
C 0.14 -1.62 1.56
S -0.31 -0.55 0.58
N 1.10 0.28 -0.07
C -0.45 0.00 1.55
O -0.20 -0.56 0.72
C 1.25 -0.92 -2.56
C -1.79 -0.34 0.52
C 1.31 0.90 0.10
C -1.57 0.70 0.82
C 1.80 -1.60 -0.41
C -2.96 -0.68 0.04
H 0.03 -0.17 -0.22
H -0.06 -0.02 0.08
H -0.22 -0.01 0.03
H 0.74 0.44 0.22
H 0.54 -0.23 0.02
H -0.49 -0.12 0.14
H 0.34 -0.21 -1.23
H 0.46 0.20 -0.17
H 0.22 0.18 0.55
H -0.05 -0.30 -0.18
H 0.07 0.10 0.23
H 0.23 0.45 0.36
H 1.34 0.45 0.63
H -0.27 0.61 -0.12
H 0.50 0.41 0.09
C -1.89 -0.43 2.87
O 2.14 -1.09 -0.42
C 0.07 1.14 -0.57
C 1.25 -1.18 0.23
C -1.74 0.73 -1.93
C 1.95 -1.03 0.18
C -0.33 0.77 1.17
C 0.47 -0.33 -1.09
C 0.94 -0.13 5.95
N 2.22 -0.01 -5.90
C -4.22 0.25 2.92
C 1.55 0.25 -1.31
N -0.56 -0.53 -0.52
C -2.99 2.01 0.76
C 2.04 -1.37 -0.08
C 1.55 0.40 0.51
C -7.85 0.48 -1.43
N 4.12 -0.16 1.57
C 2.03 -1.23 -0.28
C 1.81 1.14 0.93
N -1.34 -0.33 -3.47
C 3.45 -0.88 1.87
C 0.02 0.25 -1.17
C -2.02 0.17 0.94
C -0.10 -1.88 -0.05
H 0.21 0.09 -1.14
H -0.56 1.41 -0.53
H 0.10 -0.30 -0.31
H -0.73 -0.13 0.02
H -0.08 0.63 0.31
H -0.02 -0.28 -0.39
H -0.14 0.20 0.15
H -0.23 0.22 0.10
H 0.16 0.17 -0.17
H 0.15 -0.12 0.08
H 4.83 -0.02 -0.95
H -0.01 -0.04 0.72
H -0.55 0.50 -0.07
H -0.03 0.37 -0.15
O -4.20 -0.26 1.64

The value obtained for the total energy is -3424.762579 hartree. As for the frontier orbital gap (spin up / spin down): 0.176 / 0.176 hartree. The value obtained for the HOMO energy (spin up / spin down) is -4.92 / -4.92 eV.